ORCA calculation (ωB97M-V/def2-TZVPD) on a molecular structure, C17H20LiN5OSe2.

Cartesian coordinates (Å):
Se: -2.60347 -1.80292 2.22474
Se: -1.84774 -3.82160 1.44247
O: 0.10798 0.23852 -1.07169
N: -0.48823 2.24683 -0.19966
N: -1.83926 -2.33143 -0.97281
N: 0.04278 -0.91141 1.80321
N: 1.61781 1.91993 -1.16464
N: 2.82888 -2.50709 -0.96231
C: -1.86910 -3.25299 -3.17783
C: 1.68709 -2.40265 -0.76668
C: -1.85331 -3.56046 -0.47807
C: 2.01934 3.26943 -0.81321
C: -0.24876 3.65768 0.05345
C: -0.72777 -0.60348 4.04047
C: -1.85740 -4.53336 -2.64484
C: 0.49197 -0.04456 4.39191
C: 0.40063 1.41500 -0.82805
C: 1.49190 0.04861 3.44003
C: -0.90358 -1.02697 2.73121
C: -1.85351 -2.18376 -2.30369
C: 1.22616 -0.40403 2.15790
C: 2.63240 1.04565 -1.74484
C: -1.75181 1.71800 0.27540
C: -1.86041 -4.69928 -1.27251
C: 0.82247 4.19572 -0.87165
Li: 0.01891 -1.50878 -0.24578
H: -2.58838 2.11870 -0.30478
H: 3.52485 1.04386 -1.11570
H: -1.75546 0.63476 0.19301
H: 2.46223 3.29334 0.19072
H: 1.10049 5.20643 -0.57306
H: -1.89503 1.99642 1.32331
H: -1.86186 -5.68376 -0.82284
H: 1.97713 -0.37571 1.37384
H: -1.86544 -3.08890 -4.24659
H: 2.90913 1.40002 -2.74044
H: 0.04578 3.80982 1.09844
H: 0.66566 0.29095 5.40657
H: -1.18897 4.19316 -0.09672
H: 2.79257 3.58118 -1.51526
H: 2.46475 0.45195 3.68510
H: 2.26446 0.02818 -1.80598
H: -1.81015 -1.16251 -2.66368
H: -1.52208 -0.73053 4.76249
H: -1.84856 -5.39915 -3.29482
H: 0.44494 4.23117 -1.89614

Force components x, y, z for each atom (eV/Å):
Se 0.09 0.14 0.06
Se 0.05 -0.16 -0.18
O -0.23 0.02 -0.01
N 0.01 -0.03 -0.05
N 0.16 -0.11 0.09
N -0.10 -0.19 0.04
N 0.01 -0.03 -0.04
N -0.11 0.01 0.00
C -0.01 0.01 0.00
C 0.52 -0.28 -0.03
C -0.12 0.24 -0.11
C -0.03 -0.04 0.00
C 0.01 -0.04 -0.04
C -0.05 0.02 0.01
C -0.01 -0.07 0.00
C -0.04 0.00 0.05
C 0.07 -0.03 0.11
C 0.02 0.03 0.00
C 0.17 0.10 -0.13
C 0.08 -0.01 0.10
C -0.09 -0.04 -0.14
C -0.03 0.11 0.06
C 0.02 -0.03 -0.01
C 0.00 -0.08 0.07
C -0.01 -0.04 -0.03
Li -0.34 0.49 0.05
H 0.01 0.01 0.01
H 0.01 0.00 0.02
H 0.01 0.04 -0.02
H 0.05 -0.01 0.01
H 0.01 0.00 -0.01
H 0.00 -0.01 0.01
H -0.01 0.01 -0.03
H -0.02 -0.03 0.02
H 0.00 0.01 0.03
H -0.01 0.01 0.00
H -0.01 -0.01 0.05
H -0.02 -0.01 -0.01
H -0.02 0.00 0.00
H 0.00 0.01 -0.03
H -0.01 -0.01 -0.02
H -0.03 -0.05 0.01
H 0.00 -0.01 0.04
H 0.02 0.00 0.02
H 0.00 0.01 0.01
H 0.00 0.02 0.01

As for the HOMO energy: -8.65 eV. The spin multiplicity is 1. The relative energy (zero: lowest compared OMol25 entry of this formula, charge and spin) comes out at 0.0 kcal/mol. The LUMO energy is -0.1361 eV.



ORCA calculation (ωB97M-V/def2-TZVPD) on C17H20N2O3 in the gas phase.

Cartesian coordinates (Å):
O: 0.71520 -2.72808 0.52696
O: 3.36962 -0.06956 -0.75426
O: -3.07581 -1.71285 -0.41262
N: -1.43419 -1.54694 1.10386
N: -0.61137 0.65647 -0.88727
C: 2.41192 2.26610 0.48419
C: -0.31136 2.83561 0.21407
C: -0.32214 -0.92727 1.78600
C: -2.17677 -1.06192 0.08933
C: -0.27996 -3.66604 0.86536
C: -0.96177 -0.95716 -2.70476
C: -1.94134 0.38553 -0.37367
C: -1.53385 -2.95703 1.42722
C: 1.58235 1.38565 -0.20780
C: 2.19769 0.24646 -0.91711
C: 0.94148 -1.80209 1.55754
C: 1.29573 -0.40520 -1.83338
C: 0.54457 3.67762 0.90554
C: -1.70348 3.33958 -0.05995
C: 1.89022 3.38819 1.08219
C: -0.04347 -0.23010 -1.77455
C: 0.19665 1.61694 -0.28114
H: -1.66727 4.42207 -0.16869
H: 3.46549 2.03393 0.51806
H: -0.50598 -4.19154 -0.06349
H: 0.10823 -4.38687 1.60081
H: 0.14883 4.60615 1.29196
H: -0.37822 -1.44527 -3.47961
H: -2.10485 2.92366 -0.97946
H: -2.70781 0.57218 -1.13420
H: 2.52126 4.06436 1.63776
H: -2.44615 -3.34962 0.97934
H: -0.15728 0.08624 1.43356
H: -1.65633 -0.26033 -3.17291
H: -2.39261 3.12413 0.75780
H: -2.13139 1.02897 0.48363
H: 1.78768 -1.19578 1.23437
H: 1.21439 -2.32777 2.48430
H: -0.55845 -0.88165 2.85702
H: 1.72032 -1.09886 -2.54014
H: -1.59033 -3.05792 2.51507
H: -1.54821 -1.71712 -2.19450

Force components x, y, z for each atom (eV/Å):
O 0.12 -0.04 -0.18
O -0.06 0.04 -0.06
O -0.24 -0.03 -0.29
N 0.01 -0.23 0.22
N -0.03 0.31 -0.12
C -0.06 -0.04 -0.01
C -0.05 0.01 0.08
C 0.15 0.11 0.07
C -0.11 0.32 0.16
C -0.08 -0.14 0.05
C -0.01 -0.12 0.04
C -0.45 -0.18 -0.09
C -0.08 -0.16 -0.10
C -0.09 0.22 0.19
C -0.03 -0.09 0.03
C 0.10 0.08 0.11
C -0.03 -0.07 -0.11
C 0.01 -0.16 0.00
C -0.01 0.00 0.06
C 0.06 0.00 0.00
C 0.43 -0.17 -0.23
C 0.59 0.31 0.17
H -0.03 0.02 -0.02
H 0.09 -0.04 0.01
H -0.04 -0.02 0.10
H -0.04 0.03 -0.09
H -0.06 0.10 0.01
H 0.05 0.01 -0.02
H -0.10 -0.01 -0.05
H 0.07 -0.04 0.22
H 0.08 0.07 0.03
H 0.11 0.00 0.14
H -0.05 -0.06 0.06
H -0.07 0.02 -0.03
H -0.11 -0.03 -0.03
H 0.04 0.01 -0.13
H -0.02 -0.01 0.15
H 0.01 0.06 -0.06
H 0.05 0.06 -0.10
H -0.02 -0.10 -0.09
H -0.01 0.02 -0.05
H -0.08 -0.03 -0.03

As for the HOMO energy: -8.28 eV. The spin multiplicity is 1. The relative energy (zero: lowest compared OMol25 entry of this formula, charge and spin) comes out at 44.4 kcal/mol. The SMILES is Cc1cccc2c(=O)cc(C)n(CC(=O)N3CCOCC3)c12. The LUMO energy is 0.4309 eV.



ORCA calculation (ωB97M-V/def2-TZVPD) on C17H20N2O3S in the gas phase.

Cartesian coordinates (Å):
S: 2.40168 1.55846 4.90507
O: 3.94806 0.40376 3.15892
O: 0.68843 -0.16130 -0.83176
O: 1.63434 0.41297 2.64881
N: 0.50740 -0.77242 -2.10818
N: -1.76176 2.13053 0.81432
C: -1.23150 0.59133 -1.60198
C: -1.85989 3.47940 0.20397
C: 4.13135 -0.05497 1.88199
C: -0.61573 0.32892 1.91553
C: 0.32710 0.73730 3.05621
C: -2.09730 0.32826 2.27399
C: -0.63711 -0.30040 -2.57403
C: 4.21244 -1.07792 -0.72822
C: 4.54074 -1.87464 0.38170
C: -0.37728 0.63649 -0.55373
C: 2.64530 0.67877 3.54032
C: 3.96294 0.29415 -0.52017
C: -0.50002 1.34756 0.75376
C: -2.58266 1.69624 1.94311
C: -1.33765 -0.72106 -3.85182
C: 4.52489 -1.39962 1.67839
C: 3.92782 0.79330 0.76103
H: -2.20939 1.06498 -1.64258
H: 4.17620 -1.50495 -1.71799
H: -3.66869 1.72780 1.71610
H: -2.41963 -0.70058 -3.73323
H: 0.36584 2.02177 0.82478
H: 0.03370 0.22938 4.00353
H: -0.88616 3.82287 -0.21337
H: -1.05037 -1.70635 -4.11689
H: -0.33421 -0.67993 1.56015
H: -2.25076 0.17726 3.33868
H: 3.81050 0.89764 -1.40458
H: -2.40732 2.38698 2.75800
H: 4.73780 -2.90654 0.24130
H: -0.98642 -0.07191 -4.63461
H: 0.22283 1.81592 3.18970
H: -2.58069 -0.43418 1.68096
H: -2.56671 3.53858 -0.61994
H: 3.69381 1.82431 0.89784
H: -2.15178 4.23023 0.95869
H: 4.77449 -2.03377 2.52085

Force components x, y, z for each atom (eV/Å):
S 0.24 -0.66 -0.08
O -2.32 0.19 0.63
O -0.44 0.18 -0.36
O 2.76 -0.59 0.80
N -0.88 0.74 -0.01
N 0.62 -0.23 -1.02
C -0.27 -0.10 -0.29
C 0.73 -0.47 0.87
C 0.37 -1.13 -2.54
C 1.07 -0.32 -0.22
C -1.81 -0.18 0.20
C 0.46 0.03 0.49
C -0.27 0.04 1.58
C 0.28 0.53 1.24
C -0.46 0.61 -0.80
C -0.02 -0.72 -1.41
C -0.16 1.58 -0.31
C 0.41 -1.62 -0.56
C -0.76 0.46 -0.22
C -0.46 1.45 -1.07
C 0.85 0.48 0.98
C -0.56 1.70 0.29
C 0.06 -0.81 1.13
H 0.39 -0.09 -0.10
H 0.03 -0.01 -0.06
H 0.53 -0.03 -0.02
H 0.11 0.27 -0.02
H 0.08 -0.19 0.36
H 0.48 0.29 -0.57
H -0.46 -0.49 0.38
H 0.30 -1.02 -0.24
H 0.08 0.48 0.22
H -0.08 -0.53 0.08
H -0.18 0.30 0.23
H -0.15 0.23 0.71
H 0.30 -0.82 -0.23
H -0.26 0.36 -0.51
H 0.23 0.02 0.31
H -0.35 -0.17 0.01
H -0.25 -0.19 -0.06
H -0.14 0.59 0.35
H 0.02 -0.23 -0.14
H -0.15 0.06 -0.02

As for the HOMO energy: -8.47 eV. The spin multiplicity is 1. The relative energy (zero: lowest compared OMol25 entry of this formula, charge and spin) comes out at 97.4 kcal/mol. The SMILES is Cc1cc([C@@H]2[C@@H](COC(=S)Oc3ccccc3)CCN2C)on1. The LUMO energy is 0.6046 eV.



Quick rundown of Kohn-Sham gap, same order as above: 8.52, 8.71, 9.07 eV